Version w
Computed, not measured: an isolated ion of composition C5H10N and charge +1, with ωB97M-V with the def2-TZVPD basis set.

Geometry (Å):
C -2.79 0.14 -0.35
N -1.81 -0.47 0.10
C -0.76 -0.96 0.53
C 0.53 -0.11 0.50
C 0.29 1.32 0.06
C 1.50 -0.84 -0.43
H -3.03 0.10 -1.41
H -3.45 0.69 0.30
H -0.87 -2.02 0.87
H 0.93 -0.14 1.53
H -0.41 1.84 0.71
H 1.24 1.86 0.12
H -0.06 1.37 -0.96
H 1.73 -1.84 -0.07
H 1.09 -0.91 -1.43
H 2.43 -0.27 -0.49

Net charge: +1
SMILES: C=[N+]=CC(C)C
HOMO-LUMO gap (eV): 11.8
LUMO level (eV): -4.7

---

Version x
Computed, not measured: an isolated ion of composition C5H10N and charge +1, with ωB97M-V with the def2-TZVPD basis set.

Geometry (Å):
C 1.69 0.42 0.37
C 2.20 0.01 -0.93
C -0.40 -1.12 0.23
C 0.11 0.28 0.53
C -0.89 0.01 -0.58
N -2.29 0.44 -0.30
H 2.04 -0.26 1.14
H 2.05 1.29 0.75
H 3.18 -0.30 -1.03
H 1.47 0.20 -1.64
H 0.27 -1.88 -0.16
H -1.07 -1.60 0.98
H -0.29 0.74 1.36
H -2.53 0.16 0.72
H -2.98 -0.15 -0.81
H -2.44 1.40 -0.52

Net charge: +1
HOMO-LUMO gap (spin up / spin down) (eV): 5.7 / 10.5
LUMO level (spin up / spin down) (eV): -6.0 / -3.7

---

Version y
Computed, not measured: C5H10N as an isolated structure, with ωB97M-V with the def2-TZVPD basis set.

Geometry (Å):
C 2.38 -0.87 0.19
C 1.07 1.77 0.18
C 1.18 -0.56 -0.29
C -1.82 -0.73 0.26
C -1.35 0.64 -0.05
N 0.54 0.64 -0.03
H 2.84 -1.81 -0.04
H 2.94 -0.21 0.84
H 0.45 2.64 0.39
H 2.14 1.91 0.14
H 0.61 -1.24 -0.89
H -1.56 -1.46 -0.50
H -1.48 -1.08 1.24
H -2.91 -0.68 0.29
H -1.53 1.38 0.72
H -1.51 0.98 -1.06

Net charge: +1
HOMO-LUMO gap (eV): 9.9
LUMO level (eV): -4.8

---

It is version w that is the most stable of them.

---

Version w
Computed, not measured: C24H42Cl2N6O8Pb as an isolated structure, with ωB97M-V with the def2-TZVPD basis set.

Geometry (Å):
Pb 14.43 25.43 12.78
Cl 16.73 22.39 14.03
O 15.71 21.75 14.82
O 17.99 22.33 14.69
O 16.80 21.77 12.73
O 16.37 23.80 13.87
Cl 13.45 29.34 12.59
O 14.25 28.13 12.40
O 14.31 30.44 12.92
O 12.75 29.59 11.35
O 12.49 29.11 13.65
C 10.27 22.02 15.87
C 11.32 20.96 15.58
C 12.76 21.47 15.60
C 12.94 22.65 14.78
N 13.08 23.59 14.14
H 9.30 21.58 16.07
H 10.09 22.72 15.04
H 10.61 22.66 16.69
H 11.14 20.47 14.62
H 11.22 20.14 16.30
H 13.48 20.70 15.33
H 12.99 21.78 16.62
C 11.79 29.12 8.58
C 13.15 28.82 7.94
C 13.41 27.32 7.82
C 13.60 26.68 9.11
N 13.77 26.22 10.15
H 11.58 28.38 9.37
H 10.98 29.04 7.85
H 11.74 30.09 9.06
H 13.96 29.36 8.41
H 13.08 29.20 6.91
H 14.29 27.13 7.20
H 12.61 26.83 7.24
C 15.18 19.89 7.90
C 14.40 20.70 8.92
C 15.31 21.26 10.04
C 14.77 22.41 10.73
N 14.36 23.33 11.27
H 15.97 20.48 7.43
H 14.48 19.54 7.13
H 15.68 19.04 8.37
H 13.61 20.10 9.38
H 13.90 21.54 8.44
H 16.31 21.46 9.66
H 15.49 20.49 10.80
C 8.91 26.87 10.12
C 8.87 27.53 11.50
C 10.24 27.93 12.05
C 11.10 26.78 12.27
N 11.77 25.88 12.48
H 9.57 26.01 10.07
H 9.08 27.61 9.34
H 7.90 26.49 9.93
H 8.45 26.86 12.25
H 8.21 28.40 11.45
H 10.15 28.44 13.02
H 10.79 28.64 11.42
C 16.27 29.04 9.88
C 17.73 28.95 10.36
C 18.27 27.52 10.33
C 17.38 26.53 10.91
N 16.68 25.74 11.35
H 15.56 28.60 10.57
H 16.17 28.49 8.93
H 16.00 30.08 9.73
H 17.79 29.33 11.38
H 18.34 29.61 9.74
H 19.25 27.45 10.82
H 18.48 27.25 9.29
C 17.23 25.95 17.65
C 16.53 24.62 17.31
C 15.00 24.73 17.28
C 14.52 25.61 16.21
N 14.15 26.28 15.36
H 16.50 26.72 17.90
H 17.87 26.33 16.85
H 17.87 25.80 18.52
H 16.76 23.89 18.08
H 16.88 24.21 16.36
H 14.59 25.13 18.21
H 14.57 23.73 17.14

HOMO-LUMO gap (eV): 9.8
LUMO level (eV): 0.4

---

Version x
Computed, not measured: C24H42Cl2N6O8Pb as an isolated structure, with ωB97M-V with the def2-TZVPD basis set.

Geometry (Å):
Pb 0.45 0.17 0.38
Cl 3.72 2.25 2.10
O 2.81 1.49 1.36
O 3.13 3.58 2.20
O 4.02 1.60 3.32
O 4.87 2.42 1.21
Cl 0.09 -4.17 0.00
O 0.03 -2.73 0.01
O 0.21 -4.72 -1.41
O 1.24 -4.71 0.74
O -1.14 -4.65 0.46
C 4.77 -3.54 -3.22
C 3.23 -3.30 -3.46
C 2.82 -1.85 -3.28
C 2.66 -1.41 -1.86
N 2.59 -1.03 -0.78
H 5.31 -2.85 -3.87
H 5.16 -4.55 -3.35
H 4.99 -3.24 -2.20
H 2.59 -3.98 -2.90
H 3.12 -3.55 -4.52
H 1.79 -1.68 -3.57
H 3.47 -1.18 -3.86
C 3.68 -2.57 5.68
C 4.29 -2.63 4.26
C 3.26 -2.84 3.08
C 2.28 -1.76 2.84
N 1.46 -1.01 2.61
H 2.77 -1.97 5.67
H 4.36 -2.04 6.34
H 3.46 -3.60 5.99
H 5.01 -3.42 4.02
H 4.83 -1.72 4.01
H 2.68 -3.76 3.19
H 3.69 -3.01 2.10
C 0.10 5.98 -2.14
C 1.23 6.15 -1.16
C 2.25 5.00 -1.07
C 1.57 3.64 -1.12
N 1.14 2.58 -1.20
H -0.30 6.95 -2.43
H -0.61 5.24 -1.78
H 0.58 5.54 -3.02
H 0.84 6.45 -0.18
H 1.77 7.03 -1.49
H 2.88 5.20 -0.20
H 2.82 5.09 -1.99
C -5.17 0.08 0.34
C -5.30 1.60 0.02
C -4.18 2.11 -0.95
C -2.83 1.76 -0.57
N -1.82 1.44 -0.28
H -5.98 -0.25 0.99
H -4.23 -0.07 0.88
H -5.19 -0.61 -0.50
H -5.21 2.15 0.95
H -6.31 1.88 -0.29
H -4.21 3.19 -1.05
H -4.36 1.65 -1.92
C -3.57 1.90 3.60
C -2.92 1.00 4.64
C -2.84 -0.47 4.17
C -2.11 -0.65 2.89
N -1.57 -0.75 1.86
H -3.78 2.84 4.11
H -4.50 1.54 3.17
H -2.91 2.12 2.76
H -3.50 0.98 5.56
H -1.90 1.26 4.93
H -3.86 -0.76 3.90
H -2.32 -1.06 4.92
C -2.13 -1.05 -5.57
C -2.64 -1.92 -4.39
C -2.71 -1.32 -3.00
C -1.33 -0.82 -2.61
N -0.26 -0.46 -2.27
H -2.78 -0.18 -5.58
H -2.32 -1.52 -6.54
H -1.09 -0.77 -5.42
H -2.01 -2.80 -4.29
H -3.64 -2.26 -4.65
H -3.05 -2.08 -2.29
H -3.48 -0.55 -3.03

HOMO-LUMO gap (eV): 8.3
LUMO level (eV): -0.2

---

It is version w that is the most stable of them.

---

Version w
Computed, not measured: an isolated ion of composition C3H9N5 and charge +2, with ωB97M-V with the def2-TZVPD basis set.

Geometry (Å):
C 1.16 0.39 2.38
N 0.76 0.71 1.23
C 0.95 -0.24 0.11
N 2.08 -0.89 -0.05
N -0.02 -0.46 -0.80
C -1.24 0.22 -0.97
N -2.05 -0.23 -1.87
N -1.57 1.14 -0.09
H 1.07 1.33 2.97
H 1.60 -0.44 2.76
H 2.98 -0.67 0.34
H 2.21 -1.14 -1.03
H 0.38 -0.88 -1.62
H -2.95 0.15 -1.62
H -2.18 -1.06 -2.41
H -2.22 1.89 -0.05
H -0.67 1.52 0.30

Net charge: +2
SMILES: C=NC(=[NH2+])[NH+]=C(N)N
HOMO-LUMO gap (eV): 10.7
LUMO level (eV): -9.2

---

Version x
Computed, not measured: an isolated ion of composition C3H9N5 and charge +2, with ωB97M-V with the def2-TZVPD basis set.

Geometry (Å):
C 1.66 1.65 1.55
N 0.78 0.90 1.10
C 0.75 0.38 -0.55
N 1.47 0.84 -1.52
N -0.31 -0.42 -0.88
C -1.27 -1.06 -0.01
N -2.18 -1.89 -0.45
N -1.26 -0.58 1.19
H 1.47 2.11 2.63
H 2.57 1.81 1.03
H 2.16 1.56 -1.35
H 1.26 0.63 -2.47
H -0.56 -0.60 -1.83
H -2.53 -2.45 0.29
H -2.41 -1.91 -1.42
H -1.84 -0.98 1.91
H -0.48 0.16 1.59

Net charge: +2
SMILES: C=NC(=[NH2+])[NH+]=C(N)N
HOMO-LUMO gap (eV): 10.2
LUMO level (eV): -9.1

---

It is version w that is the most stable of them.